Entry 1:
Molecular formula: C45H55BCaCl7N8O2
Method: DFT, the ωB97M-V functional and the def2-TZVPD basis

Multiplicity: 1
Kohn-Sham gap: 8.2 eV
Total charge: -1
Energy above the lowest of the compared OMol25 structures with the same formula, charge and spin: 57.4 kcal per mole
Largest force on an atom: 1.058 eV/Å

Each line ends with the Löwdin charge.
CARTESIAN COORDINATES (ANGSTROEM)
C 0.996 -2.447 -4.355  -0.713
C -2.677 -2.318 0.706  -0.283
C -5.464 0.046 1.107  -0.357
C -2.461 -4.176 -0.921  -0.061
H -4.741 3.012 1.735  0.047
C -6.327 -0.492 2.253  -0.069
C 2.325 -1.443 2.722  -0.237
H -2.425 -4.345 1.217  0.131
H -0.092 3.555 -5.690  0.076
H -1.888 0.348 5.371  0.079
C 0.059 2.852 2.836  -0.283
H -1.981 -0.358 2.981  0.090
H -4.966 2.228 -0.326  0.091
B -2.170 1.205 0.608  -0.506
H 0.305 0.229 6.566  0.103
C -3.253 2.613 -1.521  -0.228
H 3.744 -0.672 -0.090  0.057
H -5.262 1.102 1.293  0.094
N -0.351 2.130 1.818  0.107
C -5.570 2.319 -2.376  -0.075
N 0.009 -0.836 2.870  0.154
H -0.168 -3.271 1.513  0.060
H -4.914 4.850 -1.897  0.078
C 0.956 -1.995 -3.037  -0.705
Cl 1.614 3.855 -0.463  0.658
H 2.860 4.768 3.442  0.078
C 2.500 2.306 2.332  -0.076
H 1.687 4.977 2.138  0.051
H 1.304 1.777 -4.744  0.087
H -5.773 -0.568 3.187  0.067
H -1.147 0.720 0.474  -0.036
C 3.159 -2.433 3.224  -0.024
N -2.027 -1.179 0.589  0.086
H -1.046 3.895 4.479  0.110
H -3.548 -4.216 -1.017  0.075
C 3.062 3.227 -1.272  -0.975
C -6.236 -0.079 -0.213  -0.056
H -7.194 0.153 2.415  0.080
C 0.217 -0.087 5.533  -0.064
H -3.875 0.797 3.358  0.057
C -4.033 -2.069 0.987  0.022
N -2.936 -0.157 0.775  0.038
H -4.145 4.572 2.280  0.083
H 3.442 2.181 2.870  0.090
H -0.114 -4.639 0.379  0.079
H 1.615 2.752 4.219  0.128
C 1.506 3.093 3.182  -0.358
C 0.497 1.531 -4.049  -0.048
C 1.168 -0.930 3.514  -0.238
C -0.512 -3.636 0.549  -0.070
H 0.436 3.516 -3.254  0.113
H -6.590 -1.104 -0.337  0.086
C -4.014 1.594 4.082  -0.047
H -6.627 2.312 -2.099  0.078
C 3.317 1.718 -0.970  -0.761
H 2.125 1.316 2.070  0.040
H 2.296 -0.626 5.318  0.111
Ca 0.386 0.225 -0.498  1.282
C -1.045 3.307 3.575  0.011
C -4.707 2.815 -1.209  -0.351
H -6.698 -1.489 2.006  0.073
C -3.532 2.932 3.528  -0.350
Cl -0.150 -2.840 -6.779  0.642
C -0.998 -0.014 4.873  -0.052
N -1.142 1.928 -1.490  0.023
C -4.161 -0.697 0.998  -0.235
C -2.656 3.035 -2.691  0.012
C 3.585 -1.214 0.831  -0.145
C 4.247 -2.829 2.460  -0.067
H -4.822 -2.792 1.125  0.110
Cl 4.462 4.248 -0.888  0.582
N 2.513 -0.863 1.539  0.118
C -0.148 -2.310 -5.135  -0.718
C 4.474 -2.197 1.250  -0.049
H 1.176 5.157 3.823  0.067
H 2.947 -2.881 4.186  0.110
Cl -2.750 -0.689 -2.576  0.721
H -5.453 2.984 -3.234  0.076
H -7.102 0.588 -0.230  0.084
C 1.323 -0.562 4.847  -0.022
C -0.129 -1.383 -2.434  -0.260
C -1.297 -1.759 -4.570  -0.727
H -3.133 3.566 -3.496  0.105
H 4.909 -3.612 2.812  0.102
H -5.600 0.151 -1.069  0.051
H 5.321 -2.451 0.627  0.106
Cl -2.729 -1.614 -5.532  0.638
C -2.033 -3.659 0.457  -0.357
C -1.339 2.575 -2.633  -0.270
H -5.281 1.319 -2.698  0.065
H 2.889 3.324 -2.342  0.055
H -0.161 0.810 -4.541  0.081
C 1.823 4.590 3.150  -0.073
C -5.010 4.297 -0.960  -0.061
C -0.270 2.796 -3.676  -0.352
O 2.276 0.992 -1.091  -0.299
H -5.071 1.632 4.356  0.082
H -2.080 -3.509 -1.697  0.059
H -4.322 4.740 -0.249  0.069
C -1.255 -1.327 -3.246  -0.711
N -1.732 2.079 1.858  0.071
H -0.098 -2.985 -0.224  0.044
O 4.457 1.362 -0.736  0.007
H -2.058 -5.175 -1.099  0.075
Cl 2.393 -2.253 -2.054  0.675
N -2.334 1.949 -0.788  0.051
H -6.030 4.431 -0.591  0.080
H -5.479 3.782 3.137  0.083
H -3.441 1.324 4.971  0.060
Cl 2.416 -3.167 -5.032  0.641
H -1.313 4.399 -4.735  0.075
C -0.869 3.422 -4.935  -0.082
C -1.052 -0.401 3.542  -0.114
H -3.391 3.596 4.387  0.130
H 0.951 1.046 -3.188  0.043
H -1.641 2.775 -5.358  0.086
H 2.727 2.829 1.405  0.009
C -2.155 2.791 2.947  -0.220
C -4.533 3.611 2.617  -0.051

---

Entry 2:
Molecular formula: C45H55IN11O5P
Method: DFT, the ωB97M-V functional and the def2-TZVPD basis

Structure (SMILES): C#CN(CC(=O)I)C(=O)OP(O)O.c1cc[nH]c1.c1cc[nH]c1.c1cc[nH]c1.c1cc[nH]c1.c1cc[nH]c1.c1cc[nH]c1.c1cc[nH]c1.c1cc[nH]c1.c1cc[nH]c1.c1cc[nH]c1
Multiplicity: 1
Kohn-Sham gap: 6.9 eV
Total charge: 0
Largest force on an atom: 4.611 eV/Å

Each line ends with the Löwdin charge.
CARTESIAN COORDINATES (ANGSTROEM)
C 3.929 6.891 -0.288  -0.104
H -3.920 -0.282 3.839  0.092
H 4.238 10.253 -5.577  0.090
N -1.188 -4.175 -2.323  0.012
H 4.248 0.641 5.075  0.117
H -3.934 -4.909 -3.922  0.090
H -8.073 -0.274 -3.919  0.129
N 3.646 -2.369 5.823  0.001
H 4.074 3.611 -0.726  0.085
C -8.030 -2.061 -1.402  -0.115
H -11.605 1.037 2.511  0.103
C 3.524 5.756 -1.036  -0.125
O 1.695 -3.194 -2.166  -0.015
N 5.241 0.746 4.952  -0.001
C 5.229 8.261 -5.833  -0.117
C 8.062 -4.919 0.058  -0.107
C 3.969 8.730 -4.032  -0.144
C -12.963 0.133 -0.371  -0.113
C 4.582 -0.145 -0.922  -0.170
H 7.952 1.641 3.379  0.090
H -1.810 -3.734 -0.330  0.090
H 8.726 -2.644 -2.255  0.106
C 6.195 0.344 5.845  -0.153
C -3.168 -4.637 -3.212  -0.116
C -6.973 -1.449 0.486  -0.135
C 4.755 6.448 0.713  -0.124
H -13.729 -0.140 -1.080  0.090
H 4.074 -2.238 -2.204  0.147
C 4.906 -2.740 5.431  -0.159
H 2.856 2.733 1.768  0.045
C -1.823 -4.553 -3.475  -0.136
C -6.685 -1.978 -1.666  -0.145
O 1.557 -0.274 0.742  -0.220
C 8.857 -4.522 -1.047  -0.108
C -2.113 -4.025 -1.324  -0.150
H -3.536 -0.874 1.218  0.071
H -4.287 -4.267 -1.309  0.083
H 3.192 -1.504 5.579  0.118
H 0.163 0.086 2.948  0.103
C 2.379 -3.232 -1.161  -0.740
N 3.667 -1.120 -0.345  -0.068
H 3.449 -1.126 2.872  0.070
H 5.749 8.342 -6.775  0.089
N -8.758 -0.235 -4.656  0.008
H -9.147 -1.690 0.503  0.086
C 8.403 -3.292 -1.455  -0.136
P 2.676 0.590 1.757  0.948
C 4.117 4.658 -0.466  -0.146
H 6.082 -4.535 5.842  0.093
H -9.992 0.737 0.615  0.135
H 6.848 -2.071 -0.697  0.119
H 2.104 -3.258 7.001  0.106
C -9.744 0.232 -6.587  -0.116
H 5.274 6.980 1.495  0.112
C -9.994 -0.825 -4.619  -0.152
C -11.908 0.745 1.517  -0.145
H -7.691 0.950 -6.073  0.104
H 6.371 -3.819 1.024  0.102
C 3.099 -3.358 6.596  -0.138
H 3.890 -5.286 7.256  0.093
N 4.449 7.453 -3.922  0.009
H -1.264 -4.728 -4.382  0.107
N -0.823 -0.086 2.841  0.012
C 4.023 -4.367 6.706  -0.108
C 7.202 1.271 4.062  -0.106
C -2.982 -0.281 3.304  -0.108
H 5.918 -0.128 6.775  0.113
H -10.313 -1.386 -3.754  0.090
H 2.871 5.745 -1.897  0.097
H -0.194 -4.031 -2.225  0.083
C 5.199 0.829 -1.343  0.119
H 8.378 0.457 5.787  0.095
H 3.647 7.918 -0.464  0.096
C -10.628 -0.555 -5.806  -0.113
C -8.601 0.415 -5.850  -0.143
H 5.504 -2.093 4.807  0.097
C 7.154 -3.918 0.286  -0.158
C -1.757 0.023 3.838  -0.136
C 3.766 -2.395 -1.126  -0.136
O 1.815 -0.211 -1.519  0.171
H 5.402 4.495 1.210  0.143
C -8.212 -1.725 -0.037  -0.117
C 2.298 -0.522 -0.451  -0.519
C 7.425 0.653 5.320  -0.102
H -0.873 -0.609 0.773  0.096
H 3.336 9.151 -3.266  0.102
H -5.059 -1.458 -0.418  0.126
N -10.984 0.594 0.518  0.000
O 3.034 -0.283 3.168  -0.279
C -13.146 0.469 0.994  -0.117
H 4.266 6.827 -3.153  0.096
H 8.146 -5.836 0.622  0.093
C -11.619 0.216 -0.635  -0.143
H -1.468 0.308 4.838  0.106
C -2.782 -0.590 1.935  -0.103
C 5.845 1.316 3.866  -0.157
N 4.861 5.087 0.602  0.006
C 5.213 7.157 -5.018  -0.142
C -3.352 -4.301 -1.848  -0.124
H -8.797 -2.333 -2.111  0.081
C 5.168 -3.975 5.967  -0.104
H -9.926 0.621 -7.577  0.089
H -14.080 0.504 1.534  0.089
C -1.440 -0.464 1.678  -0.134
I 1.694 -4.390 0.562  0.818
C 4.439 9.259 -5.207  -0.116
H -6.127 -2.154 -2.573  0.109
H 5.458 1.881 -1.659  0.063
H -11.618 -0.885 -6.081  0.090
H -11.060 0.040 -1.542  0.096
H 5.257 1.703 3.047  0.076
H 5.680 6.190 -5.122  0.103
H 9.668 -5.075 -1.495  0.092
O 2.124 2.152 2.084  -0.246
N -6.050 -1.601 -0.515  0.012
H 4.509 -3.057 -0.567  0.107
H -6.669 -1.158 1.479  0.105
N 7.369 -2.931 -0.633  -0.002

---

Entry 3:
Molecular formula: C45H55N7O6Sr
Method: DFT, the ωB97M-V functional and the def2-TZVPD basis

Multiplicity: 1
Kohn-Sham gap: 6.9 eV
Total charge: 0
Largest force on an atom: 0.593 eV/Å

Each line ends with the Löwdin charge.
CARTESIAN COORDINATES (ANGSTROEM)
C -2.452 -0.605 1.346  -0.420
H -3.148 -2.350 -3.357  0.102
C 1.604 -3.148 -0.818  -0.360
H 3.321 1.782 -0.044  0.068
H 7.071 -2.917 0.710  0.093
C -1.766 -2.796 -1.034  -0.242
C -0.655 3.970 0.244  -0.202
C -1.296 3.914 1.487  -0.185
C 3.149 -7.521 1.427  -0.099
C 1.082 1.276 2.507  -0.396
H -0.549 5.702 -2.705  0.060
C 2.090 -5.480 -0.160  -0.168
C -2.020 2.526 -4.157  -0.072
Sr 0.276 0.269 -0.684  1.433
H -4.757 -0.412 3.352  0.097
C -3.077 -4.177 0.441  -0.098
C -2.711 -1.511 -2.806  -0.048
H -1.772 1.852 1.402  0.069
C 0.445 6.015 -2.386  -0.086
C -0.749 -3.832 0.885  -0.033
H 1.851 -8.841 0.336  0.101
H 1.074 6.056 -3.274  0.074
H 1.034 6.873 0.629  0.113
C -4.375 -1.242 2.752  -0.032
N -0.631 1.193 -2.929  -0.069
C -3.620 2.937 1.359  -0.066
H 0.568 -4.834 -1.309  0.134
H 3.496 -3.453 -1.277  0.137
C -0.727 0.711 -4.181  -0.240
H -0.612 -8.204 -2.185  0.094
O 0.773 1.549 1.356  -0.094
H -1.698 -1.912 2.891  0.126
H -1.936 4.139 -1.894  0.132
N 1.481 -4.534 -0.999  0.135
H -4.155 0.146 -0.303  0.085
C 3.033 -5.196 0.814  -0.020
H -2.667 3.347 -4.424  0.091
H -5.210 -1.900 2.502  0.096
C -1.116 4.956 2.386  -0.052
O -0.183 -0.746 2.150  -0.132
C -2.986 -3.370 -0.691  -0.026
H 3.338 1.266 4.448  0.103
H -2.168 2.635 2.933  0.114
C -1.426 2.308 -2.914  -0.360
C 0.213 5.023 -0.062  -0.181
H 6.946 -4.241 -0.479  0.091
C 0.153 -8.286 -1.417  -0.076
C -0.624 -3.050 -0.253  -0.234
O -1.980 -0.210 0.288  -0.073
C -1.425 3.176 -1.772  -0.110
C -0.296 6.034 2.081  -0.095
C 2.185 -7.822 0.467  -0.028
O 5.389 -2.978 -0.497  -0.123
C 2.278 3.364 2.724  -0.011
N 1.797 2.110 3.281  -0.121
C 5.697 -0.611 -0.017  -0.053
C -1.529 -0.890 2.530  -0.106
H 0.133 -3.985 1.497  0.124
C -4.695 -0.402 0.462  -0.031
H 2.067 4.170 3.427  0.093
C -1.573 1.484 -4.980  -0.121
N -3.774 -0.772 1.522  -0.121
H 0.129 0.064 4.033  0.125
H -1.796 -0.196 3.335  0.138
H 0.358 7.030 -1.993  0.072
H -0.298 -8.629 -0.482  0.097
C -1.967 -4.405 1.235  -0.099
H -0.178 -0.177 -4.467  0.104
H -1.629 4.908 3.341  0.109
H -5.485 0.229 0.873  0.091
H -3.856 -3.196 -1.304  0.102
H -3.461 -1.081 -2.138  0.083
C 2.347 1.713 4.561  -0.035
H -3.674 -1.826 3.340  0.082
C 6.771 -3.181 -0.309  -0.089
H -4.030 -4.626 0.691  0.100
H 6.755 -0.732 0.163  0.092
H 4.305 -5.971 2.344  0.101
H 2.030 5.396 -1.079  0.113
C 5.094 0.643 0.095  -0.117
C 1.018 5.070 -1.337  -0.199
C 0.367 6.052 0.867  -0.055
H 1.119 4.067 -1.753  0.108
H -1.800 1.315 -6.020  0.080
H 1.526 -0.691 3.264  0.150
H 3.374 -4.182 0.958  0.107
C 3.530 -1.508 -0.599  -0.224
H 1.694 1.011 5.074  0.080
H 3.563 -8.315 2.034  0.099
H 0.918 -8.997 -1.739  0.096
H -5.145 -1.297 0.027  0.091
C -2.186 2.758 1.844  -0.204
H 7.358 -2.592 -1.020  0.095
C 2.894 -0.284 -0.521  -0.154
H -4.076 3.841 1.765  0.078
N -0.805 2.899 -0.676  0.049
C 4.908 -1.691 -0.362  -0.234
H -4.241 2.088 1.651  0.050
H -2.355 -0.746 -3.492  0.065
H 2.436 2.596 5.195  0.093
C 3.739 0.782 -0.143  -0.185
C 3.564 -6.218 1.597  -0.095
C 0.640 -0.076 3.076  -0.093
H 5.699 1.504 0.358  0.090
H 3.353 3.309 2.538  0.100
H -2.037 -5.031 2.115  0.100
C 1.660 -6.814 -0.317  -0.220
H -0.161 6.842 2.788  0.097
H 1.755 3.560 1.794  0.077
N 2.870 -2.724 -0.970  0.137
N 0.574 -2.388 -0.601  0.087
H -3.645 3.012 0.271  0.077
O 0.696 -6.991 -1.270  -0.091
O -1.573 -1.941 -2.073  -0.100

---

Entry 4:
Molecular formula: C45H56AsCsN4O4P2
Method: DFT, the ωB97M-V functional and the def2-TZVPD basis

Multiplicity: 1
Kohn-Sham gap: 8.1 eV
Total charge: 0
Energy above the lowest of the compared OMol25 structures with the same formula, charge and spin: 9.2 kcal per mole
Largest force on an atom: 2.603 eV/Å

Each line ends with the Löwdin charge.
CARTESIAN COORDINATES (ANGSTROEM)
C 3.254 -4.364 3.624  -0.124
H 3.407 4.607 -1.724  0.091
C -8.598 -2.088 -2.534  -0.093
H -2.317 -0.988 7.547  0.108
O -5.985 -0.581 -0.512  0.037
H -8.398 -3.665 -3.987  0.104
C -0.151 4.411 -2.038  -0.210
C 2.855 0.391 1.229  -0.076
H 4.823 -5.630 2.787  0.087
H 0.178 -4.107 9.282  0.120
C -1.418 -0.206 2.779  -0.133
H 6.101 3.658 -3.216  0.099
C -0.537 2.709 -0.459  -0.155
C -2.357 0.687 3.242  -0.083
H -8.426 -0.610 -0.987  0.101
H 4.490 -2.503 0.613  0.103
H 4.905 2.133 -0.920  0.106
C 3.912 -0.517 1.073  -0.096
C 0.679 5.671 -6.447  -0.183
C 1.358 6.413 -5.350  -0.202
C 2.351 -2.271 0.788  -0.111
H -6.754 -0.141 -0.132  0.087
C -1.262 3.937 -1.112  -0.137
P 1.539 2.903 -3.781  0.560
C 1.960 -6.761 4.137  -0.084
H 0.889 1.386 -1.527  0.087
H 3.121 1.391 1.487  0.096
C -0.856 -1.876 6.301  -0.137
H 2.721 -0.645 -3.144  0.015
C 3.668 -1.839 0.813  -0.108
N 0.474 3.173 -2.499  -0.179
C 1.277 -1.370 1.029  -0.391
H -2.389 0.988 4.286  0.099
H 0.847 0.689 1.411  0.079
C 5.420 2.882 -2.902  -0.188
H 6.081 2.011 -3.002  0.111
H 0.339 -4.123 1.560  0.061
H -2.571 -0.569 -0.363  0.041
O 1.196 1.580 -4.427  -0.309
H 0.588 6.712 -4.601  0.123
H 4.285 1.936 -4.512  0.120
C 0.549 -3.544 7.249  -0.125
C -1.445 -0.648 1.472  -0.398
O -3.754 -3.260 -2.878  -0.217
H 3.614 -7.694 3.078  0.104
C 0.016 2.050 -1.662  -0.231
C -6.485 -2.978 -3.223  -0.022
H -0.258 6.161 -6.672  0.106
H -1.455 4.674 -0.344  0.105
H 1.231 5.576 -7.406  0.122
H 0.350 3.451 -6.589  0.125
H 1.360 -4.291 7.229  0.105
H -0.732 1.372 -2.129  0.130
C 0.204 -2.770 6.129  -0.393
C -5.772 -2.145 -2.364  -0.065
C -6.525 -1.346 -1.541  -0.240
P -0.433 -1.982 0.758  1.084
C 1.555 -0.047 1.209  -0.126
C -0.489 -3.482 1.874  -0.392
C -2.426 -0.208 0.629  -0.107
H -5.934 -3.589 -3.906  0.105
C -3.331 0.791 1.062  -0.077
C -4.250 -2.286 -2.299  -0.685
C 4.291 2.862 -3.911  -0.184
O -3.608 -1.397 -1.659  -0.135
H -1.121 2.111 0.202  0.084
H -1.335 -2.566 3.594  0.040
C -3.359 1.172 2.379  -0.086
C 3.888 -5.570 3.287  -0.071
H 5.373 3.778 -0.922  0.084
C -7.915 -1.288 -1.635  -0.032
N 1.529 4.147 -4.837  -0.192
H 1.716 -0.585 -1.839  0.007
H -0.480 4.259 -5.363  0.097
C -1.190 -2.491 8.557  -0.099
C -1.544 -1.744 7.480  -0.110
C 3.184 -6.772 3.486  -0.090
H 1.414 0.280 -3.224  -0.091
H -2.183 3.645 -1.617  0.118
C -0.108 -3.399 8.448  -0.096
C 2.270 5.424 -4.669  -0.181
N 1.744 -0.592 -2.879  0.007
H -9.658 -2.074 -2.634  0.092
H -0.594 -0.477 3.449  0.073
C -7.873 -2.927 -3.362  -0.094
H 4.943 -0.161 1.059  0.102
H -1.102 -1.195 5.493  0.074
C 1.993 -4.369 4.220  -0.441
C 4.872 3.070 -1.505  -0.144
Cs -1.157 -2.345 -3.423  0.969
H -4.095 1.192 0.367  0.115
C 3.404 3.538 -1.737  -0.146
H 4.465 3.753 -4.589  0.104
H 2.483 5.647 -3.630  0.102
C 1.356 -5.562 4.494  -0.125
H -0.506 5.041 -2.861  0.103
H 2.223 -3.277 0.448  0.095
H -0.851 -4.165 3.914  0.057
C 0.479 4.267 -5.849  -0.189
H 1.408 -7.703 4.376  0.118
H 0.548 5.042 -1.424  0.120
H 0.419 -5.599 4.918  0.073
H 2.709 3.135 -1.018  0.091
H -1.690 -2.423 9.536  0.108
C -0.537 -3.275 3.371  -0.403
H 1.850 7.327 -5.697  0.117
H -4.121 1.882 2.778  0.114
H -1.351 -4.073 1.558  0.075
H 3.245 5.267 -5.246  0.122
N 3.055 3.007 -3.098  -0.182
H 0.393 3.081 -0.054  0.105
As 1.108 -2.686 4.390  1.304
H 3.729 -3.429 3.389  0.075